(1)
C8H26O6V | ωB97M-V/def2-TZVPD

```
41
Properties=species:S:1:pos:R:3
H -3.791 0.187 1.989
H 1.159 3.390 0.393
H 0.917 -2.158 -1.037
O 1.100 0.508 2.266
H -1.380 -0.899 -1.471
H 2.404 -2.782 -1.822
H -4.971 0.080 0.731
H 2.196 -0.489 -2.559
H 2.264 -1.391 4.037
O 1.955 0.349 -0.705
H -1.846 2.690 0.825
H 2.657 0.964 -0.484
C -1.440 -0.163 -2.264
O -2.070 1.751 0.775
H -3.426 1.441 -0.733
H 2.069 0.208 4.638
C -1.002 -0.943 -3.506
H -1.821 -1.610 -3.783
C -3.900 0.214 0.903
H 3.556 -0.693 -1.510
C -3.433 1.550 0.357
V -0.018 0.760 0.347
H -0.287 1.260 -2.819
H 3.710 -0.397 4.186
C 2.459 -0.709 -1.518
H -1.227 -1.778 0.273
H 0.491 0.270 2.973
O -0.599 0.958 -1.961
H 2.723 -0.643 1.796
C 2.657 -0.373 3.921
H -4.009 2.420 0.663
C 2.431 0.120 2.523
H 2.318 -2.382 -0.079
H -0.092 -1.535 -3.395
H 3.087 0.986 2.374
H -0.830 -0.320 -4.395
O 0.466 2.749 0.360
C 2.006 -2.087 -1.080
O -0.754 -1.149 0.804
H -2.440 0.217 -2.487
H -3.290 -0.571 0.471
```

LUMO energy (alpha / beta), eV: 0.576 / 0.558
Highest occupied orbital energy (alpha / beta), eV: -5.8341 / -8.1468
Net charge: 0
E_tot, eV: -46689.7059
ΔE to the lowest compared entry with this formula, charge and spin, eV: 0.0000
Multiplicity: 4

***

(2)
C35H52AsIrOP3 | ωB97M-V/def2-TZVPD

```
93
Properties=species:S:1:pos:R:3
C 3.003 -0.580 1.891
H -4.231 2.221 -2.979
H 3.810 0.242 4.380
C 0.272 -3.250 -5.265
H -3.613 -2.299 -1.452
H 6.198 -0.706 0.783
C -0.059 -2.724 -2.939
Ir -2.512 -0.496 -1.469
C -4.318 1.184 -3.334
C -1.670 1.573 -4.446
H 2.856 5.269 4.059
H 3.914 4.395 -0.036
C -3.801 -2.147 -0.333
C 3.498 4.086 0.924
H 1.894 2.983 4.299
P -2.682 0.391 -3.525
H -1.542 -1.798 -1.908
H -0.595 1.361 -4.347
C 2.653 -1.929 1.811
H -0.940 3.106 -2.023
H -0.220 -2.689 1.338
C 0.323 -2.301 -4.243
H -1.602 -3.807 1.351
H -4.121 -3.101 0.132
H -4.044 0.592 0.634
C 5.203 -1.048 1.062
O -0.401 -1.769 -1.999
C 3.579 -2.836 1.300
C 2.359 3.290 3.356
C 0.531 0.298 6.494
C 2.437 2.382 2.288
H 0.415 -1.226 -4.407
H -0.825 -4.327 -1.713
C -2.993 -0.952 -4.685
C 1.360 1.847 -1.751
H -0.050 -5.316 -5.792
H -0.703 -3.482 -0.147
H 3.846 5.984 1.888
C -3.902 1.531 0.062
C 1.813 0.575 -1.621
C 4.276 -0.125 1.551
C 0.461 0.400 5.103
H 1.799 -0.108 -2.459
C -0.400 -4.050 -2.663
H 5.587 -3.114 0.527
H -4.747 1.156 -4.342
H -2.819 -1.868 2.753
H -1.713 2.962 1.346
H -0.171 2.277 0.711
C 1.661 0.410 4.353
H -1.278 1.246 1.707
As 1.511 0.650 2.411
C 4.858 -2.394 0.924
H 1.671 -2.267 2.144
C -1.222 2.054 0.960
H -3.535 -1.753 -4.171
H -0.386 0.293 7.076
H -3.967 2.418 0.708
H -0.504 0.485 4.586
H 4.547 0.920 1.650
H -1.858 2.606 -4.127
H -3.107 -0.182 2.207
H -4.576 1.584 -0.814
H -4.940 0.598 -2.642
C -1.945 3.110 -1.569
H 3.310 -3.882 1.193
C 2.948 0.196 6.385
H -1.435 -0.746 2.549
H 1.082 2.500 -0.917
C 3.004 2.786 1.070
C -1.092 -3.032 0.766
C 2.888 4.577 3.217
H -3.602 -0.523 -5.490
H 3.922 0.123 6.868
H -4.551 -1.333 -0.245
C 3.450 4.976 2.001
H -2.733 3.185 -2.334
C -0.059 -4.598 -4.981
H 0.841 2.139 -2.677
H 0.553 -2.946 -6.275
H 1.651 0.044 -0.674
C -2.423 -1.034 2.158
H -2.022 3.953 -0.863
C -0.472 -4.962 -3.712
P -2.181 -1.668 0.475
P -2.145 1.593 -0.542
H -0.789 -5.991 -3.526
H 1.822 0.143 8.212
H 3.043 2.078 0.235
C 1.769 0.206 7.131
H -2.055 -1.362 -5.078
H -1.962 1.469 -5.504
C 2.896 0.276 4.983
```

LUMO energy (alpha / beta), eV: -10.297 / -14.807
Highest occupied orbital energy (alpha / beta), eV: -16.3838 / -17.4200
Net charge: +4
E_tot, eV: -130682.5726
ΔE to the lowest compared entry with this formula, charge and spin, eV: 3.0207
Multiplicity: 6

***

(3)
H8O4 | ωB97M-V/def2-TZVPD

```
12
Properties=species:S:1:pos:R:3
O -2.769 3.163 -2.034
H 1.136 -1.457 -3.561
O 0.131 -0.103 0.506
H -0.303 0.622 0.087
H 0.494 -0.483 -0.317
H 1.038 -1.116 4.884
H -2.718 3.871 -1.460
H 2.436 -1.761 4.954
O 0.884 -2.168 -3.047
H -2.124 2.590 -1.580
O 1.809 -1.233 4.420
H -0.013 -1.923 -2.853
```

LUMO energy, eV: 0.101
Highest occupied orbital energy, eV: -11.4362
Net charge: 0
E_tot, eV: -8319.0139
ΔE to the lowest compared entry with this formula, charge and spin, eV: 1.6621